1.
{"formula": "C26H45CoF5P2", "method": "the ωB97M-V functional and the def2-TZVPD basis", "de_lowest_kcal_mol": 51.0, "energy_ev": -97472.2372, "homo_energy_ha": [-0.3586, -0.3594], "charge": 1, "e_lumo_ha": [-0.0828, -0.2101], "multiplicity": 5, "elements": ["Co", "C", "C", "C", "C", "C", "C", "H", "H", "H", "C", "H", "H", "H", "C", "H", "H", "H", "C", "H", "H", "H", "C", "H", "H", "H", "C", "C", "C", "C", "C", "C", "C", "C", "H", "H", "H", "H", "H", "H", "H", "H", "H", "H", "H", "H", "P", "C", "H", "H", "H", "C", "H", "H", "H", "C", "H", "H", "H", "P", "C", "H", "H", "H", "C", "H", "H", "H", "C", "H", "H", "H", "F", "C", "F", "C", "F", "F", "F"], "coordinates": [[-1.1859, -0.5257, -2.4727], [2.4478, 1.1991, -0.7029], [1.7465, 1.6790, -1.8368], [0.7834, 2.6004, 0.0272], [1.8554, 1.7672, 0.4613], [0.7231, 2.5493, -1.3970], [3.5117, 0.1736, -0.7644], [3.2852, -0.5834, -1.5415], [3.5944, -0.3558, 0.1963], [4.5045, 0.5964, -1.0140], [2.2628, 1.4862, 1.8567], [2.9920, 0.6699, 1.8903], [1.4006, 1.1695, 2.4679], [2.7139, 2.3675, 2.3463], [-0.1283, 3.3822, 0.8825], [0.2995, 4.3763, 1.0971], [-0.3000, 2.8658, 1.8372], [-1.0973, 3.5280, 0.3787], [-0.2925, 3.1761, -2.2711], [0.1044, 4.0437, -2.8156], [-1.1526, 3.5125, -1.6920], [-0.6559, 2.4509, -3.0161], [2.0653, 1.3225, -3.2284], [2.8451, 1.9815, -3.6365], [1.1789, 1.4156, -3.8720], [2.4492, 0.2924, -3.2807], [-0.8911, -2.3785, -2.2387], [0.2604, -1.7259, -2.8183], [0.5674, -1.8998, -4.2892], [-0.2015, -0.8640, -5.1530], [-1.2471, -0.1080, -4.3523], [-2.4266, -0.7707, -3.8515], [-2.6863, -2.2509, -4.0728], [-1.8966, -3.1570, -3.0674], [0.3240, -2.9211, -4.6361], [-0.6349, -1.3389, -6.0518], [1.6537, -1.7573, -4.4342], [-1.4059, -3.9965, -3.5898], [-0.7791, -2.7183, -1.2044], [1.1285, -1.5031, -2.1712], [-2.6315, -3.6416, -2.3937], [-3.7587, -2.4427, -3.9082], [-3.3409, -0.1894, -3.6765], [-2.5020, -2.5287, -5.1248], [0.5195, -0.1207, -5.5328], [-1.2785, 0.9737, -4.5651], [1.1260, -2.2785, 1.2191], [2.3137, -2.2660, 2.6094], [2.5082, -3.2849, 2.9648], [1.9252, -1.6413, 3.4218], [3.2459, -1.8120, 2.2429], [-0.2632, -3.3207, 1.8142], [0.1033, -4.2704, 2.2153], [-0.9336, -3.5177, 0.9655], [-0.8324, -2.7756, 2.5762], [1.9597, -3.5188, 0.1568], [1.3296, -3.7421, -0.7112], [2.1483, -4.4304, 0.7354], [2.9044, -3.0999, -0.2065], [-2.4497, 0.0644, -0.6129], [-3.5513, 1.4431, -1.1402], [-4.5995, 1.1213, -1.0661], [-3.3394, 1.7341, -2.1774], [-3.4018, 2.3211, -0.4997], [-3.6083, -1.3259, -0.3065], [-3.8947, -1.8373, -1.2333], [-4.5044, -0.9299, 0.1860], [-3.1244, -2.0577, 0.3536], [-2.2220, 0.5926, 1.1558], [-3.1782, 0.4901, 1.7064], [-1.9470, 1.6516, 1.1778], [-1.4492, 0.0397, 1.7219], [0.0222, -0.2611, 3.8653], [-1.2738, 0.0948, 4.1480], [-1.8974, -0.9940, 4.6272], [-1.3054, 1.2803, 5.0999], [-0.5725, 1.0185, 6.2116], [-0.7593, 2.3617, 4.4810], [-2.5756, 1.5547, 5.4707]]}

2.
{"formula": "C26H45N2O4S2Si2Ti", "method": "the ωB97M-V functional and the def2-TZVPD basis", "energy_ev": -99414.1962, "homo_energy_ha": [-0.0615, -0.1791], "charge": -1, "e_lumo_ha": [0.0941, 0.0941], "multiplicity": 3, "elements": ["Ti", "C", "C", "C", "C", "O", "Si", "S", "O", "C", "C", "C", "C", "O", "C", "C", "C", "C", "H", "H", "H", "H", "H", "H", "H", "H", "H", "H", "H", "H", "H", "H", "H", "H", "H", "H", "H", "H", "H", "H", "H", "H", "H", "H", "H", "O", "N", "C", "C", "C", "C", "C", "S", "H", "H", "H", "H", "C", "Si", "C", "C", "N", "C", "C", "C", "C", "C", "C", "H", "H", "H", "H", "H", "H", "H", "H", "H", "H", "H", "H", "H", "H"], "coordinates": [[-1.2764, -0.2565, 0.5208], [3.3477, -0.0774, 0.9622], [2.1724, -0.9083, 0.4596], [2.5668, -1.6671, -0.7986], [1.6947, -1.8542, 1.5470], [1.0364, -0.0341, 0.1577], [1.0523, 1.4253, -0.6768], [-0.9447, 1.8921, -0.7055], [2.0427, 2.5402, 0.0087], [1.8963, 3.5077, 1.0572], [3.3180, 3.8524, 1.4840], [1.1098, 2.9331, 2.2242], [1.1965, 4.7369, 0.4889], [1.8011, 1.0686, -2.0946], [2.3268, 1.9274, -3.1062], [1.4464, 3.1586, -3.2888], [3.7469, 2.3260, -2.7163], [2.3394, 1.0978, -4.3848], [4.1622, -0.7554, 1.2267], [3.0762, 0.5009, 1.8460], [3.7068, 0.6119, 0.1971], [3.3565, -2.3822, -0.5543], [2.9319, -0.9775, -1.5573], [1.7205, -2.2159, -1.2115], [2.4875, -2.5623, 1.7971], [0.8177, -2.4087, 1.2103], [1.4243, -1.2980, 2.4457], [3.8235, 2.9614, 1.8606], [3.3093, 4.6089, 2.2713], [3.8849, 4.2375, 0.6340], [1.5700, 2.0138, 2.5911], [0.0866, 2.6971, 1.9340], [1.0788, 3.6522, 3.0460], [1.7690, 5.1449, -0.3474], [1.1068, 5.5096, 1.2559], [0.1983, 4.4718, 0.1394], [1.4386, 3.7687, -2.3839], [0.4202, 2.8608, -3.5088], [1.8240, 3.7686, -4.1124], [3.7346, 2.8832, -1.7797], [4.2013, 2.9442, -3.4943], [4.3583, 1.4311, -2.5825], [1.3218, 0.8166, -4.6574], [2.9161, 0.1842, -4.2317], [2.7823, 1.6632, -5.2078], [-3.1569, 0.1438, 0.8521], [-3.5545, 0.5988, 2.0781], [-4.8923, 0.9183, 2.2243], [-5.3938, 1.1970, 3.4588], [-4.5686, 1.1503, 4.6027], [-3.2109, 0.7951, 4.4110], [-2.7053, 0.5118, 3.1730], [-1.0427, 0.0571, 2.8458], [-5.4554, 0.9382, 1.3050], [-6.4411, 1.4611, 3.5366], [-4.9591, 1.3633, 5.5867], [-2.5236, 0.7389, 5.2455], [-4.2642, -3.1356, -0.2820], [-2.6785, -3.2925, 0.7164], [-3.0236, -2.8840, 2.5060], [-2.1914, -5.1209, 0.6762], [-1.4777, -2.2352, 0.0439], [-0.9785, -2.4546, -1.2437], [-0.3340, -3.6429, -1.6304], [0.2161, -3.7771, -2.8951], [0.1691, -2.7292, -3.8080], [-0.4650, -1.5502, -3.4430], [-1.0557, -1.4262, -2.1965], [-5.0494, -3.8016, 0.0863], [-4.0819, -3.3731, -1.3341], [-4.6257, -2.1061, -0.2260], [-3.6947, -3.6440, 2.9187], [-3.5055, -1.9131, 2.6220], [-2.1097, -2.8683, 3.1027], [-2.9431, -5.6931, 1.2280], [-1.2234, -5.2968, 1.1533], [-2.1473, -5.5186, -0.3395], [-0.2319, -4.4389, -0.9058], [0.7107, -4.7039, -3.1638], [0.6179, -2.8309, -4.7882], [-0.5185, -0.7231, -4.1402], [-1.5910, -0.5138, -1.9413]]}

3.
{"formula": "C26H45N3P2Sc", "method": "the ωB97M-V functional and the def2-TZVPD basis", "de_lowest_kcal_mol": 0.0, "energy_ev": -71435.8260, "homo_energy_ha": -0.4014, "charge": 1, "e_lumo_ha": -0.1088, "elements": ["Sc", "C", "C", "C", "C", "C", "C", "H", "H", "H", "C", "H", "H", "H", "C", "H", "H", "H", "C", "H", "H", "H", "C", "H", "H", "H", "C", "C", "C", "C", "C", "C", "C", "C", "H", "H", "H", "H", "H", "H", "H", "H", "H", "H", "H", "H", "P", "C", "H", "H", "H", "C", "H", "H", "H", "C", "H", "H", "H", "P", "C", "H", "H", "H", "C", "H", "H", "H", "C", "H", "H", "H", "N", "C", "N", "C", "N"], "coordinates": [[-0.0326, -0.0336, -0.3166], [-1.8757, 1.6106, 0.1925], [-2.2436, 0.6885, -0.8434], [-2.1430, -0.4916, 1.1420], [-1.8844, 0.8842, 1.4211], [-2.3719, -0.6300, -0.2606], [-1.7875, 3.0850, 0.0401], [-1.3914, 3.3500, -0.9454], [-1.1267, 3.5336, 0.7879], [-2.7705, 3.5731, 0.1356], [-1.8718, 1.4895, 2.7740], [-1.6112, 2.5560, 2.7274], [-1.1594, 0.9977, 3.4575], [-2.8711, 1.4075, 3.2395], [-2.3785, -1.5476, 2.1559], [-3.4584, -1.7029, 2.3105], [-1.9437, -1.2884, 3.1292], [-1.9502, -2.5128, 1.8476], [-2.9254, -1.8306, -0.9360], [-4.0269, -1.8190, -0.9679], [-2.6279, -2.7461, -0.4163], [-2.5635, -1.9020, -1.9682], [-2.6612, 1.0743, -2.1994], [-3.6757, 1.5113, -2.2368], [-2.6382, 0.2083, -2.8675], [-1.9728, 1.8164, -2.6170], [1.5323, 0.4173, -2.9419], [0.5130, 1.2757, -3.1230], [-0.0833, 1.5212, -4.4851], [-0.9871, 0.3896, -5.0924], [-1.0873, -0.8956, -4.3143], [-0.0283, -1.7103, -4.1567], [1.3002, -1.4037, -4.8026], [2.1599, -0.3031, -4.1145], [0.7171, 1.7123, -5.2285], [-0.5924, 0.1714, -6.1039], [-0.6905, 2.4478, -4.4581], [2.4306, 0.4263, -4.9044], [2.1003, 0.3346, -2.0053], [0.1963, 1.9934, -2.3537], [3.1115, -0.7678, -3.7956], [1.8908, -2.3393, -4.8373], [-0.1201, -2.7030, -3.7054], [1.1349, -1.0906, -5.8530], [-2.0054, 0.7998, -5.2325], [-2.1014, -1.2356, -4.0755], [1.7892, 2.0789, 0.4928], [1.5511, 2.9372, 2.1035], [2.4108, 3.5884, 2.3251], [1.4460, 2.2135, 2.9242], [0.6400, 3.5505, 2.0756], [3.4737, 1.3751, 0.7310], [4.1518, 2.1192, 1.1767], [3.8817, 1.0440, -0.2347], [3.4210, 0.5006, 1.3964], [2.0925, 3.4848, -0.6283], [2.4521, 3.1061, -1.5934], [2.8253, 4.1857, -0.2063], [1.1449, 4.0128, -0.8044], [0.9849, -2.6536, -0.2690], [-0.1274, -3.8840, -1.0323], [0.4363, -4.7645, -1.3694], [-0.6456, -3.4361, -1.8909], [-0.8887, -4.1933, -0.3004], [2.5399, -2.7227, -1.2279], [2.3315, -2.6158, -2.3004], [3.0821, -3.6584, -1.0410], [3.1853, -1.8845, -0.9278], [1.4615, -3.5127, 1.2927], [1.7907, -4.5474, 1.1118], [0.6032, -3.5311, 1.9829], [2.2762, -2.9663, 1.7904], [0.7183, -0.3663, 1.6500], [0.8467, -0.5314, 2.8256], [1.2640, -0.7680, 3.9930], [0.5728, -0.7799, 5.1235], [0.0799, -0.8190, 6.1850]]}

4.
{"formula": "C26H46Cl2MnO2P2", "method": "the ωB97M-V functional and the def2-TZVPD basis", "de_lowest_kcal_mol": 0.0, "energy_ev": -106734.2207, "homo_energy_ha": [-0.3917, -0.3913], "charge": 1, "e_lumo_ha": [-0.1391, -0.2373], "multiplicity": 5, "elements": ["Mn", "C", "C", "C", "C", "C", "C", "H", "H", "H", "C", "H", "H", "H", "C", "H", "H", "H", "C", "H", "H", "H", "C", "H", "H", "H", "C", "C", "C", "C", "C", "C", "C", "C", "H", "H", "H", "H", "H", "H", "H", "H", "H", "H", "H", "H", "P", "C", "H", "H", "H", "C", "H", "H", "H", "C", "H", "H", "H", "P", "C", "H", "H", "H", "C", "H", "H", "H", "C", "H", "H", "H", "Cl", "C", "Cl", "C", "O", "O", "H"], "coordinates": [[-0.8767, -0.1436, -1.7373], [-2.0367, 1.6051, 0.3742], [-2.5684, 0.7133, -0.6663], [-2.1960, -0.4832, 1.3168], [-1.8927, 0.8766, 1.5575], [-2.6047, -0.6322, -0.0344], [-1.9260, 3.0738, 0.2407], [-1.6477, 3.3648, -0.7778], [-1.1715, 3.4809, 0.9277], [-2.8806, 3.5709, 0.4697], [-1.5874, 1.4379, 2.8977], [-1.4103, 2.5182, 2.8614], [-0.6850, 0.9604, 3.3516], [-2.4098, 1.2624, 3.6126], [-2.1980, -1.5495, 2.3488], [-3.1701, -1.6393, 2.8642], [-1.4433, -1.3436, 3.1204], [-1.9681, -2.5282, 1.9139], [-3.3119, -1.8076, -0.5870], [-4.4008, -1.7509, -0.4210], [-2.9583, -2.7320, -0.1062], [-3.1404, -1.9095, -1.6676], [-3.5334, 1.1874, -1.7083], [-4.5039, 1.4259, -1.2433], [-3.7067, 0.4392, -2.4921], [-3.1715, 2.1010, -2.2055], [0.9684, 0.5623, -1.9631], [-0.0720, 1.5211, -2.3703], [-0.4049, 1.7380, -3.8454], [-1.3039, 0.6190, -4.4478], [-1.5414, -0.5658, -3.5036], [-0.4276, -1.4607, -3.1389], [0.9646, -1.2732, -3.7364], [1.7867, -0.1842, -3.0068], [0.5079, 1.8620, -4.4556], [-0.8796, 0.2764, -5.4049], [-0.9240, 2.7078, -3.9470], [2.2384, 0.5055, -3.7433], [1.4721, 0.7318, -1.0030], [-0.1721, 2.3984, -1.7228], [2.6611, -0.6415, -2.5133], [1.5066, -2.2326, -3.6686], [-0.6721, -2.4971, -2.8848], [0.9162, -1.0665, -4.8248], [-2.2732, 1.0562, -4.7365], [-2.5335, -1.0292, -3.5579], [1.8848, 2.4087, 1.4176], [1.7341, 3.2645, 3.0274], [2.6855, 3.7541, 3.2756], [1.4620, 2.5282, 3.8025], [0.9249, 4.0058, 2.9491], [3.5718, 1.7014, 1.4737], [4.2720, 2.4436, 1.8809], [3.8677, 1.4135, 0.4551], [3.5544, 0.7979, 2.1003], [2.1338, 3.8137, 0.2675], [2.2874, 3.4161, -0.7454], [2.9992, 4.4170, 0.5671], [1.2280, 4.4326, 0.2620], [0.7000, -2.8195, 0.1403], [-0.0162, -4.3609, -0.5566], [0.7586, -5.1250, -0.6928], [-0.4743, -4.1120, -1.5212], [-0.7943, -4.7389, 0.1210], [2.3764, -2.8788, -0.5976], [2.3243, -2.6706, -1.6726], [2.8328, -3.8615, -0.4261], [2.9781, -2.1002, -0.1118], [1.1085, -3.4096, 1.8248], [1.3860, -4.4749, 1.8391], [0.2297, -3.2413, 2.4590], [1.9162, -2.7797, 2.2194], [1.4894, -2.6820, 5.1894], [2.3285, -1.1685, 4.7682], [3.8829, -1.4311, 3.9612], [1.3743, -0.3580, 3.8293], [0.6386, 0.4269, 4.4840], [1.4391, -0.5405, 2.5856], [2.4983, -0.5968, 5.6879]]}

5.
{"formula": "C26H46Cl32NS", "method": "the ωB97M-V functional and the def2-TZVPD basis", "energy_ev": -440730.9888, "homo_energy_ha": -0.3783, "charge": 1, "e_lumo_ha": -0.1153, "elements": ["C", "C", "S", "N", "C", "C", "C", "C", "C", "C", "C", "C", "H", "H", "H", "H", "H", "H", "H", "H", "H", "H", "H", "H", "H", "H", "C", "Cl", "Cl", "H", "H", "C", "Cl", "Cl", "H", "H", "C", "Cl", "Cl", "H", "H", "C", "Cl", "Cl", "H", "H", "C", "Cl", "Cl", "H", "H", "C", "Cl", "Cl", "H", "H", "C", "Cl", "Cl", "H", "H", "C", "Cl", "Cl", "H", "H", "C", "Cl", "Cl", "H", "H", "C", "Cl", "Cl", "H", "H", "C", "Cl", "Cl", "H", "H", "C", "Cl", "Cl", "H", "H", "C", "Cl", "Cl", "H", "H", "C", "Cl", "Cl", "H", "H", "C", "Cl", "Cl", "H", "H", "C", "Cl", "Cl", "H", "H"], "coordinates": [[3.9460, 1.2548, -1.8483], [3.7852, -0.1460, -1.3025], [2.9836, -1.5255, -2.3385], [3.1626, -1.0208, -4.0000], [1.2015, -1.5575, -1.7677], [0.1084, -1.8953, -2.9766], [-1.1490, -0.8222, -2.7211], [-2.5945, -1.4595, -2.2532], [-3.8489, -0.4014, -1.9508], [-3.6064, 1.2427, -2.1095], [-2.1678, 1.8858, -2.5946], [-0.9375, 0.8266, -2.8943], [3.5117, 1.4285, -2.9317], [4.4942, 2.1217, -1.2727], [4.1821, -0.4189, -0.2348], [2.5721, -0.1888, -4.2192], [4.1765, -0.7058, -4.0814], [1.0352, -2.3531, -0.9265], [0.9330, -0.4961, -1.2975], [0.5623, -1.8199, -4.0524], [-0.3120, -2.9867, -2.7443], [-2.7308, -2.6176, -2.1154], [-4.8911, -0.8376, -1.6248], [-4.5255, 1.9262, -1.8521], [-2.0407, 3.0665, -2.6841], [0.1370, 1.2248, -3.2199], [-1.1785, 5.6019, -0.8403], [-2.2249, 4.4088, -0.0616], [-0.3022, 4.8885, -2.1999], [-1.7923, 6.4282, -1.2070], [-0.4576, 5.9743, -0.1085], [2.3785, -3.2004, 2.1231], [2.7586, -2.4848, 0.5520], [2.4083, -4.9661, 2.0419], [3.1176, -2.8654, 2.8548], [1.3815, -2.8751, 2.4303], [-4.9132, 5.5181, -3.1043], [-4.4556, 3.8917, -2.5842], [-3.7271, 6.1817, -4.2347], [-5.8876, 5.4733, -3.5966], [-4.9721, 6.1683, -2.2280], [-2.1009, 1.1240, 1.7492], [-2.9441, 1.0140, 0.1994], [-2.4253, 2.6706, 2.5415], [-2.4417, 0.3135, 2.3980], [-1.0259, 1.0312, 1.5766], [1.7250, 8.5331, 0.2230], [0.6786, 7.3400, 1.0018], [2.6013, 7.8197, -1.1365], [1.1112, 9.3594, -0.1436], [2.4460, 8.9055, 0.9549], [1.0509, -0.8044, -7.4295], [0.4758, 0.0936, -6.0196], [2.4548, -0.0144, -8.1576], [1.3321, -1.8134, -7.1183], [0.2485, -0.8567, -8.1695], [0.7787, -1.0089, 5.2959], [2.3677, -0.5608, 4.6638], [-0.3566, -1.3444, 3.9830], [0.8814, -1.9035, 5.9148], [0.3909, -0.1849, 5.8997], [-2.2180, -0.5930, 7.8660], [-1.8379, 0.1225, 6.2948], [-2.1882, -2.3587, 7.7847], [-1.4789, -0.2580, 8.5977], [-3.2149, -0.2678, 8.1731], [-3.7207, -4.3745, 4.6132], [-2.2083, -3.4812, 4.4132], [-4.7877, -3.5679, 5.7690], [-4.2265, -4.4386, 3.6468], [-3.4947, -5.3791, 4.9787], [6.0552, 4.6336, -0.6632], [5.4878, 4.0162, -2.2194], [4.6996, 5.1352, 0.3546], [6.6130, 3.8464, -0.1502], [6.7064, 5.4935, -0.8377], [3.3552, -8.7243, 1.5829], [2.7878, -9.3417, 0.0266], [1.9996, -8.2227, 2.6007], [3.9130, -9.5115, 2.0959], [4.0064, -7.8644, 1.4084], [-6.8142, -7.2053, 5.0347], [-5.8166, -6.6379, 3.6901], [-6.1068, -6.7479, 6.5889], [-7.8090, -6.7608, 4.9520], [-6.8914, -8.2942, 4.9857], [0.2279, -11.1374, 3.4947], [-1.0067, -10.1712, 4.3117], [-0.3805, -12.7514, 3.1077], [0.5177, -10.6349, 2.5686], [1.0968, -11.2324, 4.1504], [-0.0565, 3.2053, 5.1898], [0.8058, 2.0565, 6.2203], [1.0681, 4.1235, 4.1812], [-0.7462, 2.6561, 4.5443], [-0.6160, 3.8994, 5.8216], [-0.5717, 6.8706, -5.5900], [-0.0797, 8.4628, -5.0003], [-0.2185, 6.6934, -7.3131], [-0.0286, 6.1020, -5.0347], [-1.6462, 6.7495, -5.4328], [4.1644, 2.7857, -6.5868], [5.1620, 3.3531, -7.9314], [4.8719, 3.2432, -5.0326], [3.1697, 3.2302, -6.6695], [4.0873, 1.6968, -6.6358]]}